(1)
The following is a DFT calculation (ωB97M-V/def2-TZVPD) of a single C3H4O4 molecule.

- Relative energy (zero: lowest compared OMol25 entry of this formula, charge and spin): 36.4 kcal per mole
- Kohn-Sham gap: 11.76 eV
- SMILES: O=COCOC=O
- E_LUMO: 0.758 eV
- Calculated total energy: -11364.433 eV
- HOMO level: -11.0 eV

ORCA input file:
```
! RIJCOSX wB97M-V def2-TZVPD def2/J DEFGRID3
* xyz 0 1
O 2.65 0.59 -0.59
C 2.05 0.50 0.46
O 0.79 -0.10 0.66
C -0.05 0.23 -0.45
O -0.94 -0.89 -0.78
C -1.98 -0.92 0.13
O -2.37 -0.11 0.98
H 2.49 1.01 1.27
H -0.61 1.12 -0.32
H 0.56 0.33 -1.41
H -2.59 -1.77 0.06
*
```

=====

(2)
The following is a DFT calculation (ωB97M-V/def2-TZVPD) of 2 unconnected molecules or ions with the total composition CH2NO4P.

- Relative energy (zero: lowest compared OMol25 entry of this formula, charge and spin): 3.3 kcal per mole
- Kohn-Sham gap: 7.86 eV
- E_LUMO: 6.577 eV
- Calculated total energy: -20040.874 eV
- HOMO level: -1.3 eV

ORCA input file:
```
! RIJCOSX wB97M-V def2-TZVPD def2/J DEFGRID3
* xyz -2 1
C -2.23 -0.88 -1.40
N -1.63 0.17 -1.56
O 1.69 0.57 2.41
O 2.21 1.43 0.07
O -2.79 -1.93 -1.21
O -0.19 0.55 0.61
P 1.51 0.51 0.92
H 1.99 -0.83 0.48
H -0.55 0.42 -0.32
*
```

=====

(3)
The following is a DFT calculation (ωB97M-V/def2-TZVPD) of a single C21H20ClNO3S molecule.

- Relative energy (zero: lowest compared OMol25 entry of this formula, charge and spin): 0.0 kcal per mole
- Kohn-Sham gap: 8.85 eV
- E_LUMO: 0.558 eV
- Calculated total energy: -53091.956 eV
- HOMO level: -8.3 eV

ORCA input file:
```
! RIJCOSX wB97M-V def2-TZVPD def2/J DEFGRID3
* xyz 0 1
C -0.95 -1.90 -2.02
C 0.11 -0.89 -1.74
C -0.22 0.35 -1.20
C 0.76 1.27 -0.88
C 2.10 1.00 -1.14
C 2.43 -0.23 -1.70
C 1.45 -1.16 -1.99
H 1.73 -2.11 -2.41
H 3.47 -0.46 -1.91
C 3.17 1.99 -0.82
H 2.81 2.82 -0.22
H 3.63 2.38 -1.73
S 4.60 1.20 0.08
O 5.49 2.32 0.40
C 3.69 0.85 1.70
C 2.83 -0.33 1.57
C 3.13 -1.64 1.28
C 1.90 -2.33 1.23
C 0.93 -1.40 1.49
C -0.53 -1.57 1.57
O -1.08 -2.61 1.29
N -1.18 -0.47 2.00
H -0.67 0.40 2.11
C -2.62 -0.41 2.08
C -3.22 0.26 0.87
C -3.09 1.63 0.67
C -3.60 2.25 -0.46
C -4.25 1.49 -1.42
C -4.38 0.12 -1.24
C -3.87 -0.49 -0.11
H -3.96 -1.55 0.02
H -4.88 -0.47 -1.99
H -4.65 1.97 -2.30
H -3.49 3.31 -0.59
Cl -2.25 2.60 1.84
H -2.97 -1.45 2.14
H -2.91 0.12 2.99
O 1.49 -0.19 1.70
H 1.74 -3.37 1.02
H 4.11 -2.04 1.13
H 4.50 0.69 2.41
H 3.12 1.73 1.97
H 0.49 2.22 -0.45
H -1.25 0.59 -1.01
H -1.15 -2.48 -1.11
H -0.64 -2.59 -2.80
H -1.88 -1.42 -2.32
*
```